# C11H23ClINNbO8S

C11H23ClINNbO8S as an isolated structure at a distorted geometry (ωB97M-V/def2-TZVPD, OMol25).

Calculated values
LUMO energy = 1.8 eV
Gap between HOMO and LUMO = 6.229 eV
Charge = -1
Multiplicity = 1
Maximum force = 0.0629 hartree/bohr

Each line ends with the Löwdin charge.
Geometry (Å):
C: 4.72 -3.40 -3.28  -0.126
C: 4.44 -1.87 -3.60  -0.267
C: 4.57 -1.06 -2.27  -0.236
C: 3.59 0.16 -2.11  -0.400
N: 2.74 0.42 -3.28  -0.298
Nb: 0.74 -0.29 -3.11  0.897
S: 0.80 -1.50 -5.32  0.092
Cl: 1.38 -2.30 -1.82  -0.091
I: 0.27 1.28 -0.80  0.387
C: -1.46 -0.96 -2.86  -0.473
O: -2.33 -0.21 -3.75  -0.309
O: -3.31 0.40 -2.97  -0.106
H: 3.76 -3.94 -3.38  0.051
H: 5.47 -3.79 -3.99  0.054
H: 5.12 -3.55 -2.27  0.054
H: 5.20 -1.52 -4.31  0.094
H: 3.44 -1.84 -4.04  0.020
H: 4.38 -1.75 -1.43  0.072
H: 5.62 -0.71 -2.14  0.096
H: 3.05 0.03 -1.16  0.013
H: 4.23 1.06 -1.97  0.096
H: 2.77 1.40 -3.55  0.015
H: 0.20 1.16 -4.07  -0.094
H: 1.12 -2.80 -5.09  -0.281
H: -1.49 -2.03 -3.16  0.019
H: -1.80 -0.87 -1.82  0.010
H: -4.06 -0.21 -2.86  0.082
C: -1.67 -0.36 4.39  -0.137
C: -2.18 -1.57 3.65  -0.127
O: -1.94 -1.24 2.29  0.069
C: -0.94 -0.32 2.26  -0.547
O: -0.38 0.05 1.28  -0.188
O: -0.65 0.13 3.52  0.058
H: -1.26 -0.61 5.37  0.134
H: -2.44 0.41 4.50  0.104
H: -1.62 -2.48 3.90  0.134
H: -3.24 -1.75 3.82  0.131
C: -4.30 2.97 4.18  -0.126
C: -2.83 3.32 4.17  -0.127
O: -2.82 4.67 4.64  0.068
C: -3.96 4.86 5.36  -0.563
O: -4.18 5.82 6.03  0.164
O: -4.81 3.81 5.23  0.058
H: -4.48 1.92 4.40  0.123
H: -4.80 3.23 3.25  0.137
H: -2.25 2.71 4.86  0.124
H: -2.39 3.25 3.18  0.143

# C11H23FNO10P

A 3-piece molecular cluster, C11H23FNO10P overall at a distorted geometry (ωB97M-V/def2-TZVPD, OMol25).

Calculated values
LUMO energy = 0.1 eV
Relative energy (zero: lowest compared OMol25 entry of this formula, charge and spin) = 0.00 kcal/mol
Gap between HOMO and LUMO = 9.514 eV
Structure (SMILES) = O=C(F)NC(=O)OC(=O)OP(=O)(O)O.CCOCC.CCOCC
Multiplicity = 1
Maximum force = 0.0589 hartree/bohr

Each line ends with the Löwdin charge.
Geometry (Å):
O: 2.88 -1.94 -0.50  0.224
C: 2.57 -0.86 -0.28  -0.526
F: 3.28 -0.18 0.65  0.126
N: 1.53 -0.11 -0.92  0.196
C: 0.23 -0.65 -0.59  -0.462
O: 0.05 -1.72 -0.20  0.250
O: -0.80 0.26 -0.82  0.141
C: -1.69 0.31 0.20  -0.563
O: -1.50 0.06 1.31  0.250
O: -2.94 0.78 -0.20  -0.029
P: -3.97 -0.45 -0.54  0.417
O: -3.47 -1.43 -1.50  -0.219
O: -5.27 0.29 -1.19  -0.110
O: -4.48 -1.06 0.87  -0.081
H: 1.66 -0.16 -1.93  0.165
H: -5.64 -0.32 -1.85  0.092
H: -5.40 -1.31 0.71  0.095
C: 4.16 -2.63 5.74  -0.082
C: 2.81 -3.33 5.73  -0.284
O: 1.73 -2.48 5.38  -0.159
C: 1.80 -1.89 4.10  -0.275
C: 1.84 -2.89 2.96  -0.063
H: 4.15 -1.78 6.42  0.081
H: 4.94 -3.33 6.06  0.076
H: 4.43 -2.26 4.75  0.065
H: 2.60 -3.70 6.74  0.117
H: 2.83 -4.21 5.08  0.106
H: 2.64 -1.19 4.04  0.106
H: 0.90 -1.28 4.00  0.119
H: 2.73 -3.52 3.00  0.072
H: 1.84 -2.37 2.00  0.048
H: 0.97 -3.55 2.99  0.088
C: -1.77 1.77 -3.21  -0.072
C: -1.16 3.11 -2.85  -0.268
O: -0.03 3.46 -3.64  -0.158
C: -0.25 3.57 -5.03  -0.283
C: -1.28 4.62 -5.41  -0.081
H: -1.03 0.98 -3.13  0.072
H: -2.61 1.54 -2.55  0.061
H: -2.15 1.76 -4.24  0.075
H: -0.81 3.08 -1.82  0.116
H: -1.91 3.91 -2.89  0.110
H: -0.52 2.59 -5.45  0.106
H: 0.71 3.84 -5.47  0.118
H: -2.27 4.39 -5.01  0.065
H: -1.37 4.69 -6.50  0.077
H: -0.98 5.60 -5.02  0.082

# C11H23N3O

A 2-piece molecular cluster, C11H23N3O overall at a distorted geometry (ωB97M-V/def2-TZVPD, OMol25).

Calculated values
LUMO energy (alpha / beta) = -8.0 / -8.0 eV
Relative energy (zero: lowest compared OMol25 entry of this formula, charge and spin) = 67.27 kcal/mol
Gap between HOMO and LUMO (alpha / beta) = 7.880 / 7.845 eV
Charge = +2
Multiplicity = 1
Maximum force = 0.0910 hartree/bohr

Each line ends with the Löwdin charge.
Geometry (Å):
C: 0.27 2.81 0.25  0.021
C: 1.29 2.11 -0.05  -0.168
C: -3.25 0.32 -0.96  -0.081
C: -2.61 -0.99 1.08  -0.140
C: 3.43 -0.28 1.01  -0.213
C: -1.88 0.06 -1.45  -0.065
C: -1.34 -1.36 0.50  -0.117
C: 2.01 -0.60 1.22  0.031
C: 4.92 -0.79 -0.74  0.234
C: -3.70 -0.83 0.06  -0.368
C: 1.06 0.98 -1.07  -0.213
N: 4.11 -1.20 0.15  0.073
N: -0.84 -0.21 -0.28  -0.129
N: 0.45 -0.27 -0.70  0.080
O: -4.84 -0.34 0.69  0.008
H: 0.37 3.56 1.03  0.099
H: -0.63 2.83 -0.35  0.086
H: 2.27 2.29 0.41  0.112
H: -3.33 1.24 -0.31  0.148
H: -3.93 0.31 -1.84  0.152
H: -2.84 -1.65 1.83  0.121
H: -2.51 -0.02 1.64  0.164
H: 3.37 0.72 0.60  0.098
H: 3.84 -0.49 2.05  0.186
H: -2.05 -0.76 -2.15  0.152
H: -1.26 0.70 -1.97  0.082
H: -0.46 -1.49 1.21  0.131
H: -1.48 -2.33 -0.08  0.183
H: 1.67 -1.63 1.54  0.092
H: 1.46 0.13 1.94  0.127
H: 5.24 0.24 -0.93  0.152
H: 5.29 -1.58 -1.37  0.134
H: -3.88 -1.73 -0.47  0.150
H: 2.07 0.74 -1.42  0.111
H: 0.41 1.40 -1.83  0.117
H: 3.97 -2.14 0.37  0.163
H: -1.01 0.74 0.11  0.155
H: -5.69 -0.50 0.26  0.132

# C11H23N3O3S

One molecule with the formula C11H23N3O3S at a distorted geometry (ωB97M-V/def2-TZVPD, OMol25).

Calculated values
LUMO energy = 0.4 eV
Relative energy (zero: lowest compared OMol25 entry of this formula, charge and spin) = 25.33 kcal/mol
Gap between HOMO and LUMO = 9.053 eV
Structure (SMILES) = CSCC[C@H](NC(=O)[C@@H](N)CCCCN)C(=O)O
Multiplicity = 1
Maximum force = 0.0591 hartree/bohr

Each line ends with the Löwdin charge.
Geometry (Å):
C: 0.20 3.34 3.93  -0.417
S: 0.19 2.06 5.22  0.780
C: -0.79 0.76 4.34  -0.464
C: 0.03 0.16 3.17  -0.219
C: -0.64 -0.99 2.48  -0.265
N: 0.19 -1.78 1.59  0.075
C: 0.95 -1.20 0.58  -0.405
O: 2.04 -1.70 0.32  0.082
C: 0.43 0.05 -0.16  -0.316
N: 1.47 1.07 -0.08  0.080
C: -0.09 -0.34 -1.56  -0.138
C: 1.00 -0.82 -2.54  -0.226
C: 0.48 -1.29 -3.90  -0.183
C: -0.08 -0.04 -4.73  -0.298
N: -0.54 -0.34 -6.05  -0.036
C: -1.97 -0.61 1.76  -0.471
O: -2.67 0.37 2.02  0.085
O: -2.37 -1.49 0.85  0.098
H: -0.77 3.65 3.55  0.038
H: 0.79 3.01 3.05  0.037
H: 0.65 4.21 4.40  0.019
H: -1.78 1.08 4.02  0.069
H: -0.86 -0.10 5.04  0.081
H: 0.20 0.91 2.37  0.097
H: 1.03 -0.20 3.47  0.130
H: -0.91 -1.77 3.25  0.181
H: 0.83 -2.41 2.08  0.152
H: -0.44 0.42 0.41  0.118
H: 1.27 1.83 -0.71  0.086
H: 2.33 0.68 -0.41  0.065
H: -0.47 0.64 -1.96  0.124
H: -0.86 -1.12 -1.58  0.121
H: 1.58 -1.64 -2.09  0.104
H: 1.76 -0.03 -2.73  0.114
H: 1.28 -1.77 -4.46  0.098
H: -0.35 -1.99 -3.82  0.103
H: 0.61 0.83 -4.84  0.114
H: -0.90 0.41 -4.14  0.101
H: -1.37 -0.95 -6.17  0.085
H: 0.16 -0.69 -6.67  0.050
H: -1.61 -2.16 0.70  0.151

# C11H23NO5PS

A 2-piece molecular cluster, C11H23NO5PS overall at a distorted geometry (ωB97M-V/def2-TZVPD, OMol25).

Calculated values
LUMO energy = -0.1 eV
Gap between HOMO and LUMO = 1.240 eV
Charge = -1
Multiplicity = 1
Maximum force = 0.1026 hartree/bohr

Each line ends with the Löwdin charge.
Geometry (Å):
C: -0.30 1.13 1.95  -0.117
C: -0.11 -0.03 0.85  -0.154
C: -1.45 -0.75 0.40  -0.399
O: -1.70 -1.88 0.91  0.046
O: -2.38 -0.26 -0.54  -0.076
C: -3.27 0.75 0.03  -0.179
C: -4.20 0.25 1.22  -0.281
C: -5.70 -0.11 0.76  -0.315
P: -6.34 -1.24 2.17  0.330
S: -5.84 -0.55 3.96  -0.055
C: -6.67 1.15 0.82  -0.673
O: -7.50 1.31 1.79  -0.162
O: -6.67 2.13 -0.16  -0.239
H: -0.12 2.14 1.44  0.073
H: -1.31 1.12 2.47  0.089
H: 0.56 1.01 2.71  0.068
H: 0.54 -0.84 1.34  0.105
H: 0.51 0.38 -0.03  0.097
H: -2.68 1.67 0.38  0.110
H: -3.92 1.13 -0.84  0.135
H: -3.81 -0.68 1.77  0.067
H: -4.20 1.09 2.01  0.104
H: -5.89 -2.60 2.01  -0.059
H: -7.78 -1.30 2.18  -0.034
C: 5.91 -0.34 -2.38  -0.071
C: 5.08 -1.14 -1.39  -0.359
C: 3.58 -1.13 -1.70  -0.188
O: 3.01 0.12 -1.35  -0.222
C: 2.86 1.03 -2.44  -0.078
N: 5.24 -0.51 -0.04  0.161
H: 5.74 0.74 -2.30  0.074
H: 6.98 -0.51 -2.22  0.075
H: 5.68 -0.64 -3.41  0.095
H: 5.46 -2.16 -1.32  0.136
H: 3.09 -1.88 -1.07  0.129
H: 3.37 -1.41 -2.74  0.134
H: 2.74 0.52 -3.40  0.095
H: 3.72 1.70 -2.48  0.076
H: 1.97 1.64 -2.25  0.097
H: 6.21 -0.24 0.18  0.111
H: 4.89 -1.12 0.71  0.122
H: 4.65 0.34 -0.01  0.132

# C11H23NiO3S3

C11H23NiO3S3 as an isolated structure at a distorted geometry (ωB97M-V/def2-TZVPD, OMol25).

Calculated values
LUMO energy (alpha / beta) = -2.4 / -3.8 eV
Relative energy (zero: lowest compared OMol25 entry of this formula, charge and spin) = 0.00 kcal/mol
Gap between HOMO and LUMO (alpha / beta) = 9.814 / 8.632 eV
Charge = +1
Multiplicity = 3
Maximum force = 0.0207 hartree/bohr

Each line ends with the Mulliken spin population.
Geometry (Å):
Ni: -0.60 -0.11 -0.52  1.629
C: -2.07 2.39 1.05  0.001
C: -2.59 1.26 1.91  0.000
S: -2.60 -0.32 0.99  0.097
C: -1.90 -1.42 2.25  -0.002
C: -0.48 -1.08 2.70  0.003
S: 0.67 -0.87 1.30  0.091
C: 1.52 0.68 1.71  -0.005
C: 0.63 1.92 1.79  0.003
S: -0.43 2.13 0.32  0.050
H: -2.03 3.33 1.61  0.002
H: -2.72 2.56 0.18  -0.002
H: -3.62 1.48 2.18  0.001
H: -2.02 1.16 2.83  0.000
H: -1.95 -2.40 1.79  -0.001
H: -2.57 -1.41 3.11  0.003
H: -0.08 -1.89 3.31  0.001
H: -0.45 -0.16 3.29  0.001
H: 2.24 0.79 0.90  -0.002
H: 2.06 0.54 2.64  0.002
H: 1.26 2.80 1.85  -0.001
H: -0.02 1.91 2.67  0.000
C: 3.23 -1.54 -1.31  0.000
C: 1.78 -1.61 -1.77  0.005
O: 1.16 -0.30 -1.74  0.023
C: 1.33 0.40 -2.99  0.000
C: 0.59 1.72 -2.96  -0.001
H: 3.67 -2.54 -1.35  0.000
H: 3.29 -1.19 -0.28  0.001
H: 3.82 -0.88 -1.95  0.000
H: 1.19 -2.25 -1.12  -0.002
H: 1.71 -2.00 -2.79  0.000
H: 0.95 -0.23 -3.79  -0.001
H: 2.40 0.57 -3.14  0.003
H: -0.46 1.55 -2.71  0.005
H: 0.63 2.18 -3.94  0.000
H: 1.03 2.40 -2.23  0.001
O: -2.47 -2.79 -0.31  0.006
C: -2.16 -2.41 -1.43  -0.002
O: -1.33 -1.46 -1.72  0.084
H: -2.61 -2.89 -2.31  0.003